Molecular formula: C17H31F2N3O13S
Method: DFT, wB97M-V/def2-TZVPD

Last column: Löwdin charge in e.
Cartesian coordinates (Å):
O1 0.0642 -3.7362 -2.6918  0.140
C1 -0.4077 -3.2347 -3.6973  -0.541
O2 0.3272 -2.4534 -4.5311  0.078
C2 -0.4462 -2.2456 -5.6885  -0.073
C3 -1.8744 -2.6353 -5.3210  -0.260
F1 -2.4679 -3.4395 -6.2764  0.052
O3 -1.6149 -3.4833 -4.2135  0.135
H1 -0.3660 -1.2311 -6.0789  0.141
H2 -0.0930 -2.9214 -6.4675  0.141
H3 -2.5253 -1.8199 -5.0052  0.166
O4 -1.7935 -0.4338 -2.4884  0.098
C4 -1.2305 -0.7525 -1.4198  -0.563
O5 -0.2476 -0.0774 -0.8360  0.074
C5 -0.3195 -0.2383 0.5724  -0.031
C6 -0.8782 -1.6151 0.5887  -0.334
F2 -1.6457 -1.8490 1.6474  0.091
O6 -1.6055 -1.6781 -0.6039  0.180
H4 0.6438 -0.0019 1.0243  0.145
H5 -1.0343 0.4129 1.0755  0.128
H6 -0.1801 -2.4476 0.6762  0.166
O7 1.3626 6.0337 2.5018  -0.244
S1 0.9731 5.0176 1.4889  0.803
O8 1.9180 3.9475 1.0591  -0.280
O9 -0.4718 4.2936 1.8835  -0.200
C7 -1.2220 4.0225 0.7486  -0.196
C8 -0.6806 4.8707 -0.4635  -0.163
O10 0.2562 5.6954 0.1416  -0.222
H7 -1.0883 2.9577 0.5578  0.109
H8 -2.2545 4.1893 1.0555  0.127
H9 -1.3952 5.6509 -0.7258  0.135
H10 -0.2785 4.2721 -1.2808  0.133
C9 -5.0853 -0.8647 2.6137  -0.023
N1 -4.7985 -0.0758 1.3787  -0.011
C10 -3.9893 0.9862 1.1964  -0.607
C11 -4.0995 1.5648 -0.2305  0.018
O11 -3.3700 1.4378 2.0867  0.079
H11 -4.1154 -1.2638 2.9105  0.071
H12 -5.7149 -1.7261 2.3907  0.087
H13 -5.3748 -0.0245 3.2449  0.088
H14 -5.3749 -0.1376 0.5516  0.117
H15 -3.6916 2.5667 -0.0963  0.060
H16 -5.1208 1.7653 -0.5542  0.082
H17 -3.5371 1.1177 -1.0502  0.072
C12 3.1529 -5.1147 4.4612  -0.091
N2 3.0085 -4.0867 3.4661  0.009
C13 1.8289 -3.4558 3.1763  -0.494
C14 0.4907 -3.7537 3.8947  0.003
O12 1.7659 -2.4998 2.3949  0.000
H18 4.1700 -5.5043 4.5043  0.085
H19 2.4676 -5.9616 4.4242  0.085
H20 3.0112 -4.6339 5.4292  0.082
H21 3.7604 -3.6492 2.9529  0.143
H22 0.1014 -4.7675 3.9883  0.075
H23 -0.2457 -3.1355 3.3812  0.058
H24 0.5142 -3.3503 4.9070  0.082
C15 3.1616 0.9092 -1.4304  -0.075
N3 3.8535 2.1529 -1.2151  -0.014
C16 4.7449 2.7430 -2.0642  -0.477
C17 5.2818 4.0922 -1.4658  0.002
O13 5.0417 2.1111 -3.1255  -0.015
H25 2.5214 0.5964 -0.6056  0.068
H26 3.8447 0.0873 -1.6449  0.088
H27 2.4867 0.9594 -2.2848  0.085
H28 3.6212 2.7225 -0.4140  0.099
H29 4.5219 4.8490 -1.6603  0.078
H30 5.9939 4.3588 -2.2468  0.070
H31 5.7488 3.9154 -0.4969  0.084

Summary:
lowest unoccupied orbital energy	0.52	eV
E	-2406.62908	a.u.
gap between HOMO and LUMO	9.627	eV
structure (SMILES)	O=C1OC[C@@H](F)O1.O=C1OC[C@@H](F)O1.O=S1(=O)OCCO1.CNC(C)=O.CNC(C)=O.CNC(C)=O
energy relative to the best compared isomer or geometry (same formula, charge and spin)	2.157	eV
HOMO	-0.335	hartree
total charge	0